C9H7N2OSbSe6Te2W as an isolated structure, computed with ωB97M-V/def2-TZVPD.

Cartesian coordinates (Å):
W (-1.113, -0.128, -2.058)
Se (-2.535, -2.250, -2.157)
Te (0.385, -4.282, 0.217)
Te (-0.410, -3.651, -2.168)
Se (0.828, -1.481, -2.743)
O (0.109, 1.212, -1.291)
C (1.244, 1.068, -0.599)
C (2.376, 1.795, -0.964)
C (3.557, 1.626, -0.268)
C (3.633, 0.735, 0.800)
C (2.508, 0.030, 1.177)
C (1.303, 0.198, 0.493)
C (0.084, -0.477, 0.908)
N (-0.984, -0.731, 0.156)
C (-1.907, -1.356, 0.975)
C (-1.394, -1.471, 2.220)
N (-0.141, -0.910, 2.161)
H (2.304, 2.472, -1.805)
H (4.435, 2.183, -0.569)
H (4.567, 0.586, 1.323)
H (2.571, -0.689, 1.986)
H (-2.847, -1.712, 0.594)
H (-1.792, -1.909, 3.117)
H (0.507, -0.815, 2.923)
Se (-3.167, 3.856, 0.031)
Sb (-3.225, 1.475, -0.762)
Se (-5.597, 1.611, -1.495)
Se (-3.308, 2.134, 1.685)
Se (-1.991, 0.879, -3.885)

## Properties
Energy above the lowest of the compared OMol25 structures with the same formula, charge and spin in kJ/mol: 0.0
Charge: 0
Multiplicity: 3
Largest force on an atom in eV/Å: 0.1
Molecular weight in g/mol: 1193.73
Highest occupied orbital energy (alpha / beta) in eV: -7.47 / -7.65